No. 1
Computed, not measured: a structure of composition C18H20BrF3FeIN4OS, with ωB97M-V/def2-TZVPD.

Last column: Löwdin charge in e.
Geometry (Å):
Fe: 0.358946 -0.047448 0.261633  0.73
C: -3.048221 -3.864078 3.546162  -0.09
C: -3.263416 -3.797069 2.040926  -0.25
N: -2.029149 -3.592165 1.300813  -0.03
C: -1.430167 -2.394336 1.171162  -0.77
S: 0.116647 -2.396336 0.368385  0.64
N: -2.062506 -1.352910 1.661594  0.01
N: -1.418625 -0.175308 1.457258  -0.04
C: -1.873281 0.860440 2.070786  -0.24
C: -3.056455 0.827619 2.979739  -0.02
C: -1.133110 2.116468 1.845011  -0.20
C: -1.442995 3.306300 2.490726  0.00
C: -0.681912 4.431885 2.217463  -0.04
C: 0.361264 4.341696 1.313292  -0.03
C: 0.614796 3.114438 0.721770  -0.10
N: -0.114816 2.038264 0.981150  0.05
H: -3.985142 -4.087469 4.057848  0.07
H: -2.669549 -2.911451 3.915188  0.06
H: -2.327698 -4.642088 3.801100  0.07
H: -3.940435 -2.981420 1.790680  0.10
H: -3.713041 -4.719059 1.670652  0.11
H: -1.492658 -4.390329 1.009046  0.11
H: -3.652815 -0.056056 2.777978  0.07
H: -3.667542 1.720561 2.854157  0.08
H: -2.729612 0.787197 4.022140  0.10
H: -2.256294 3.348159 3.199312  0.11
H: -0.901709 5.368984 2.711432  0.11
H: 0.980488 5.194101 1.074617  0.11
H: 1.438851 2.980083 0.033264  0.11
F: 2.802088 -0.848331 1.846480  0.04
C: 2.033978 0.213379 1.528998  -0.58
F: 2.005331 0.998047 2.635237  0.04
F: 2.815860 0.941458 0.619153  -0.03
Br: 4.521002 -1.755062 -5.183284  0.71
C: 4.199910 -3.210691 -4.020387  -0.74
C: 4.948977 -4.365933 -4.206842  -0.14
C: 4.752271 -5.458285 -3.381112  -0.09
C: 3.805371 -5.398980 -2.367872  -0.09
C: 3.059460 -4.248055 -2.186119  -0.16
C: 3.249432 -3.141129 -3.011547  -0.74
I: 2.065008 -1.471772 -2.632995  1.07
H: 5.683094 -4.398502 -4.999679  0.10
H: 5.340537 -6.353734 -3.530684  0.10
H: 3.646881 -6.247635 -1.715970  0.10
H: 2.319651 -4.194529 -1.398012  0.08
C: 0.426426 1.627278 -2.275606  -0.26
O: 0.121063 0.554337 -1.438107  -0.51
H: 1.482962 1.913225 -2.199862  0.07
H: -0.187814 2.501884 -2.026840  0.07
H: 0.222502 1.359261 -3.316477  0.07

Force components x, y, z for each atom (eV/Å):
Fe -0.5 0.3 0.4
C 0.0 0.0 0.0
C 0.0 0.0 0.0
N 0.0 0.0 0.0
C 0.1 0.1 0.0
S -0.1 0.0 -0.1
N -0.1 0.0 0.1
N 0.0 -0.1 0.1
C 0.0 0.0 0.0
C 0.0 0.0 0.0
C 0.0 0.0 0.0
C 0.0 0.0 0.0
C 0.0 0.0 0.0
C 0.0 0.0 0.0
C 0.0 0.0 0.0
N 0.0 0.0 0.1
H 0.0 0.0 0.0
H 0.0 0.0 0.0
H 0.0 0.0 0.0
H 0.0 0.0 0.0
H 0.0 0.0 0.0
H 0.0 0.0 0.0
H 0.0 0.0 0.0
H 0.0 0.0 0.0
H 0.0 0.0 0.0
H 0.0 0.0 0.0
H 0.0 0.0 0.0
H 0.0 0.0 0.0
H 0.0 0.0 0.0
F -0.1 -0.1 0.1
C 0.4 0.1 -0.7
F -0.2 -0.1 0.1
F 0.2 0.1 0.0
Br 0.0 0.0 0.0
C 0.0 0.0 0.0
C 0.0 0.0 0.0
C 0.0 0.0 0.0
C 0.0 0.0 0.0
C 0.0 0.0 0.0
C 0.0 -0.1 0.1
I 0.0 0.0 0.0
H 0.0 0.0 0.0
H 0.0 0.0 0.0
H 0.0 0.0 0.0
H 0.0 0.0 0.0
C 0.0 0.1 0.1
O 0.2 -0.3 0.0
H 0.0 0.0 0.0
H 0.0 0.0 0.0
H 0.0 0.0 0.0

Its expectation value of S² is 8.763. As for the LUMO energy (alpha / beta): -0.53 / -0.92 eV. As for the spin multiplicity: 6. For the gap between HOMO and LUMO (alpha / beta), the calculation gives 7.69 / 7.39 eV. As for the total charge: 0. The value obtained for the strongest force on any atom is 0.82 eV/Å. The calculated total energy is -5825.3683 a.u.

No. 2
Computed, not measured: an isolated molecule of C4H6Si, with ωB97M-V/def2-TZVPD.

Last column: Löwdin charge in e.
Geometry (Å):
C: 2.737450 -0.405506 -0.166058  -0.08
C: 1.897145 0.382820 0.222036  -0.21
C: -1.364854 -1.293760 0.093778  -0.07
C: -1.179942 -0.087574 -0.462946  -0.38
Si: -0.142638 1.319108 0.153908  0.70
H: 3.735666 -0.700200 -0.324028  -0.01
H: -1.970411 -2.033793 -0.384288  0.04
H: -1.214240 -1.346033 1.188628  0.07
H: -1.775989 0.060291 -1.421281  0.07
H: -0.765417 1.529764 1.580799  -0.03
H: 0.043226 2.574883 -0.480545  -0.09

Force components x, y, z for each atom (eV/Å):
C 0.0 1.3 0.7
C -3.6 1.1 -0.5
C -0.4 2.0 1.5
C -1.3 -0.2 -2.3
Si 2.1 -2.8 2.9
H 0.4 -0.7 -0.3
H -0.2 -0.4 -0.1
H 0.7 -0.7 -0.8
H 1.3 -0.2 0.8
H 1.0 0.1 -1.1
H 0.0 0.7 -0.8

As for the LUMO energy: 0.37 eV. For the gap between HOMO and LUMO, the calculation gives 10.22 eV. As for the total charge: 0. The value obtained for the strongest force on any atom is 4.56 eV/Å. Its SMILES is C#C[SiH2]C=C. The calculated total energy is -445.3415 a.u.

No. 3
Computed, not measured: a cluster of 2 separate species, CH2BrO3P in total, with ωB97M-V/def2-TZVPD.

Last column: Löwdin charge in e.
Geometry (Å):
C: 0.419870 -2.182313 -0.209307  -0.56
O: 0.136063 1.523661 -2.409449  -0.40
O: -0.011799 -0.612239 -3.868940  -0.41
O: -2.082081 0.311353 -2.752636  -0.41
P: -0.608157 0.359057 -2.918309  0.20
Br: 0.402725 -1.596623 1.841944  -0.04
H: 1.320457 -1.642555 -0.345272  -0.19
H: -0.258725 -1.481727 -0.573842  -0.20

Force components x, y, z for each atom (eV/Å):
C 0.6 -1.9 1.1
O 0.7 0.3 0.4
O 0.5 -0.1 0.2
O -0.3 -0.1 0.5
P -0.9 0.0 -1.4
Br -0.2 -0.1 0.3
H 1.5 0.4 -0.6
H -1.9 1.4 -0.6

As for the LUMO energy: 6.05 eV. For the gap between HOMO and LUMO, the calculation gives 5.67 eV. As for the total charge: -2. The value obtained for the strongest force on any atom is 2.41 eV/Å. The calculated total energy is -3180.4144 a.u.

Computed energy relative to the best compared isomer or geometry (same formula, charge and spin) (kcal/mol) in order:
0.0; 58.7; 18.0